[1]
Below is a 8-piece molecular cluster, C35H66N8O10 overall in a non-equilibrium geometry, with properties calculated with the ωB97M-V functional and the def2-TZVPD basis.

Structure (SMILES): [H]/N=C(\C)C[C@]1(COc2ccccc2)COC(=O)C1.CNC(C)=O.CNC(C)=O.CNC(C)=O.CNC(C)=O.CNC(C)=O.CNC(C)=O.CNC(C)=O
Orbital gap: 9.457 eV
Total energy: -69762.779 eV
Molar mass: 758.96 g mol⁻¹

Cartesian coordinates (Å):
1 H 0.71828 2.44393 -1.91009
2 N 0.18457 1.56928 -1.94269
3 C 0.27133 1.04535 -0.78202
4 C 1.06545 1.74805 0.32061
5 C -0.46788 -0.25849 -0.54001
6 C -1.19249 -0.34877 0.84539
7 C -1.78030 0.95178 1.39640
8 O -3.12299 0.79268 1.89972
9 C -4.01036 1.58557 1.16903
10 C -4.87046 0.93339 0.31586
11 C -5.74037 1.66916 -0.44962
12 C -5.73673 3.03858 -0.35073
13 C -4.90475 3.68886 0.51996
14 C -4.03791 2.94527 1.28785
15 C -0.21529 -1.06337 1.84416
16 O -0.77878 -2.31094 2.26635
17 C -2.09139 -2.41490 1.88974
18 O -2.97081 -3.01706 2.42182
19 C -2.16514 -1.55073 0.64257
20 H 2.08353 1.93583 -0.03299
21 H 0.56072 2.70541 0.50202
22 H 1.04887 1.22356 1.28119
23 H -1.26249 -0.29981 -1.29552
24 H 0.14638 -1.14556 -0.71662
25 H -1.12300 1.37550 2.16320
26 H -1.83604 1.66830 0.56954
27 H -4.84966 -0.14768 0.25938
28 H -6.40972 1.13511 -1.11486
29 H -6.41973 3.58409 -0.99516
30 H -4.91338 4.77032 0.58625
31 H -3.34002 3.41981 1.97377
32 H -0.03905 -0.48812 2.76332
33 H 0.77465 -1.25583 1.42253
34 H -1.72114 -2.11935 -0.18355
35 H -3.13922 -1.28047 0.24163
36 C -1.06708 -5.19888 2.66314
37 N -0.11679 -5.77295 1.71937
38 C 0.49618 -6.98080 1.75292
39 C 0.18957 -7.90292 2.90804
40 O 1.26530 -7.30251 0.85545
41 H -1.99048 -4.98641 2.13606
42 H -0.65954 -4.27421 3.04911
43 H -1.26785 -5.86939 3.49357
44 H 0.13866 -5.22079 0.91477
45 H 0.74766 -8.82571 2.77801
46 H 0.48907 -7.44411 3.85082
47 H -0.87524 -8.13931 2.93408
48 C -2.37342 -8.80966 -0.70147
49 N -2.34490 -7.35952 -0.68430
50 C -3.27253 -6.48668 -1.15043
51 C -4.52136 -7.05170 -1.78374
52 O -3.08441 -5.28244 -1.04848
53 H -2.31136 -9.18135 0.32297
54 H -1.50884 -9.17727 -1.25607
55 H -3.28056 -9.18606 -1.16283
56 H -1.54335 -6.90129 -0.27424
57 H -5.15993 -6.23221 -2.10109
58 H -4.26250 -7.65094 -2.65786
59 H -5.06887 -7.66000 -1.06284
60 C -2.66528 0.52563 4.89461
61 N -3.27940 1.58359 5.68059
62 C -3.92993 1.48200 6.86874
63 C -4.05055 0.10779 7.48281
64 O -4.39450 2.47483 7.40711
65 H -1.60161 0.75125 4.77314
66 H -3.13255 0.49638 3.90630
67 H -2.77326 -0.44235 5.37346
68 H -3.23616 2.52640 5.32784
69 H -4.59094 0.18924 8.42129
70 H -4.60263 -0.55851 6.81877
71 H -3.06203 -0.30709 7.68413
72 C 5.56185 6.17317 0.34852
73 N 4.89020 4.91665 0.62296
74 C 4.33885 4.05456 -0.26521
75 C 4.41236 4.41252 -1.72496
76 O 3.80380 3.02331 0.12872
77 H 6.58109 6.11540 0.73622
78 H 5.03122 6.97365 0.86650
79 H 5.59395 6.39439 -0.71267
80 H 4.80644 4.61742 1.58157
81 H 3.93358 3.62962 -2.30461
82 H 3.89102 5.35355 -1.91366
83 H 5.45054 4.48866 -2.04042
84 C 7.48914 -1.04694 -1.87034
85 N 7.48621 0.40389 -1.83255
86 C 6.54346 1.25513 -2.31246
87 C 5.32950 0.65346 -2.97627
88 O 6.68902 2.46348 -2.20080
89 H 7.53661 -1.43187 -0.85037
90 H 8.37150 -1.38955 -2.41358
91 H 6.60010 -1.43470 -2.35546
92 H 8.26794 0.87186 -1.40216
93 H 4.67338 1.45401 -3.30387
94 H 5.62392 0.06631 -3.84720
95 H 4.78449 0.02408 -2.27193
96 C -7.76178 -4.33204 -5.34937
97 N -7.52460 -3.02723 -4.76181
98 C -6.33252 -2.44339 -4.45834
99 C -5.07587 -3.22495 -4.75788
100 O -6.30204 -1.32935 -3.96286
101 H -8.30910 -4.21023 -6.28597
102 H -8.36959 -4.92844 -4.66618
103 H -6.83206 -4.85479 -5.54659
104 H -8.32125 -2.45282 -4.53668
105 H -4.21136 -2.63750 -4.46440
106 H -5.06832 -4.15824 -4.19306
107 H -5.00704 -3.43387 -5.82656
108 C 9.25321 8.41356 -1.46447
109 N 7.88568 8.50253 -1.94198
110 C 6.99391 9.51720 -1.76636
111 C 7.44354 10.72475 -0.98029
112 O 5.87215 9.43151 -2.23804
113 H 9.92383 8.29659 -2.31740
114 H 9.35265 7.53621 -0.82263
115 H 9.53883 9.29818 -0.90545
116 H 7.51473 7.73238 -2.47610
117 H 6.62453 11.43594 -0.93150
118 H 7.71679 10.43750 0.03605
119 H 8.29222 11.20364 -1.47034

Results of the Mulliken charge analysis, in e, for atoms 1 through 6: number 1, H, carries 0.30; number 2, N, carries -0.76; number 3, C, carries 0.55; number 4, C, carries -1.22; number 5, C, carries -1.05; number 6, C, carries 2.59

[2]
Below is a 5-piece molecular cluster, C35H67N5O3 overall in a non-equilibrium geometry, with properties calculated with the ωB97M-V functional and the def2-TZVPD basis.

Structure (SMILES): CC1(C)CCCC(C)(C)N1O.CC1(C)CCCC(C)(C)N1O.CC1(C)CCCC(C)(C)N1O.c1cc[nH]c1.c1cc[nH]c1
Orbital gap: 8.388 eV
Total energy: -50969.781 eV
Molar mass: 605.95 g mol⁻¹

Cartesian coordinates (Å):
1 C 2.81748 -2.42450 -4.52719
2 C 1.28989 -2.40639 -4.89003
3 C 0.52973 -3.16750 -3.76661
4 C 0.86900 -0.92089 -4.95457
5 C -0.55207 -0.72859 -5.43659
6 C -0.38827 -1.22540 -6.89848
7 C -0.12117 -2.72425 -6.93983
8 C -1.30443 -3.58698 -6.43346
9 C 0.13196 -3.11074 -8.38496
10 N 1.11425 -2.98177 -6.19791
11 O 1.37048 -4.36609 -6.17470
12 H 3.25973 -3.43201 -4.47575
13 H 3.30476 -1.99220 -5.37873
14 H 2.96890 -1.91455 -3.59817
15 H 0.63021 -4.23305 -3.96123
16 H 0.92304 -2.91612 -2.80195
17 H -0.55753 -3.07944 -3.85296
18 H 1.06661 -0.46679 -3.94381
19 H 1.52030 -0.34089 -5.61121
20 H -1.19312 -1.41965 -4.91130
21 H -0.96447 0.26997 -5.36282
22 H 0.46011 -0.70731 -7.28377
23 H -1.23604 -0.99676 -7.53805
24 H -1.50534 -3.46958 -5.39408
25 H -1.17960 -4.65034 -6.68192
26 H -2.17064 -3.27692 -7.02788
27 H -0.80560 -2.97916 -8.90586
28 H 0.28778 -4.15605 -8.58188
29 H 0.88754 -2.43337 -8.86498
30 H 2.27426 -4.43606 -6.51078
31 C 2.72480 -0.98568 3.78269
32 C 1.56672 -1.96463 4.09532
33 C 2.21078 -3.29379 4.60297
34 C 0.71095 -1.38839 5.20956
35 C -0.63280 -2.19583 5.35288
36 C -1.36989 -2.19995 3.99650
37 C -0.53107 -2.78884 2.83406
38 C -0.51223 -4.36946 2.90694
39 C -1.26161 -2.43558 1.52029
40 N 0.77169 -2.13866 2.88491
41 O 1.59762 -2.71142 1.88340
42 H 3.36444 -1.39951 3.01462
43 H 2.31636 -0.04974 3.41142
44 H 3.33151 -0.76036 4.67949
45 H 2.74277 -3.80284 3.80493
46 H 2.81266 -3.11795 5.47469
47 H 1.41505 -3.94645 4.93733
48 H 1.27975 -1.34999 6.10483
49 H 0.38497 -0.36799 4.92624
50 H -0.31105 -3.15250 5.71592
51 H -1.34912 -1.80495 6.08015
52 H -1.67019 -1.14937 3.82238
53 H -2.30855 -2.79129 4.06965
54 H -0.16463 -4.82505 3.82629
55 H 0.20027 -4.67182 2.11142
56 H -1.49572 -4.81445 2.72476
57 H -0.68249 -2.80020 0.65073
58 H -1.37496 -1.37404 1.33928
59 H -2.27386 -2.75648 1.38289
60 H 1.71077 -3.65934 2.01909
61 C -3.01182 3.24698 5.55689
62 C -1.68339 2.74567 4.97468
63 C -0.80652 2.43420 6.16857
64 C -1.96854 1.46185 4.12120
65 C -2.55629 1.87353 2.76836
66 C -1.58987 2.70269 1.96194
67 C -1.33208 4.07308 2.72391
68 C -0.13901 4.68567 2.06941
69 C -2.56883 5.01117 2.67708
70 N -0.96716 3.69021 4.13978
71 O -0.59500 4.82729 4.89638
72 H -2.74151 4.05002 6.23520
73 H -3.61101 3.67641 4.77118
74 H -3.39567 2.39747 6.13323
75 H -0.62087 3.38552 6.70864
76 H -1.17759 1.67726 6.84428
77 H 0.17280 2.08397 5.77370
78 H -1.06495 0.90633 3.88701
79 H -2.68337 0.86308 4.66520
80 H -2.91197 0.97416 2.26962
81 H -3.52998 2.35000 2.97968
82 H -1.98633 2.87210 0.95635
83 H -0.61253 2.29414 1.85935
84 H -0.28009 4.77037 0.99994
85 H 0.80837 4.17965 2.23128
86 H 0.02425 5.68602 2.47133
87 H -2.59774 5.45985 1.68305
88 H -2.34415 5.88126 3.33415
89 H -3.49321 4.56896 2.96530
90 H -1.35858 5.44248 4.85071
91 C 1.05599 2.06266 -0.65681
92 C 0.13020 1.32353 -1.40129
93 C -0.12706 0.21202 -0.62686
94 N 0.59648 0.30826 0.55599
95 C 1.41434 1.39015 0.53652
96 H 1.50935 2.94362 -1.00373
97 H -0.27206 1.51364 -2.40694
98 H -0.93713 -0.51925 -0.76992
99 H 0.69329 -0.49085 1.16423
100 H 2.01797 1.76535 1.36011
101 C 2.67895 3.06350 -4.54099
102 C 2.50195 4.06401 -3.52756
103 C 1.32446 4.72609 -3.73058
104 N 0.78616 4.14822 -4.88332
105 C 1.60283 3.19542 -5.37424
106 H 3.49304 2.38020 -4.74604
107 H 3.26092 4.40506 -2.80796
108 H 0.77800 5.53590 -3.24766
109 H -0.11251 4.41956 -5.20549
110 H 1.29675 2.62140 -6.23902

Results of the Mulliken charge analysis, in e, for atoms 1 through 6: number 1, C, carries -2.14; number 2, C, carries 2.06; number 3, C, carries -2.02; number 4, C, carries -1.15; number 5, C, carries -0.67; number 6, C, carries -1.50